1.
49
Properties=species:S:1:pos:R:3:forces:R:3 method="wB97M-V/def2-TZVPD" homo_lumo_gap_ha=0.2754 e_tot_ha=-9605.67153 charge=+1 e_homo_ev=-12.07
C -0.7949 3.6576 -2.6350 0.06 -0.11 0.47
C -0.9045 2.8476 -1.3133 0.05 0.37 -0.97
C 0.4844 2.6184 -0.6797 -0.12 0.18 0.29
C 0.5129 1.3363 0.1377 0.25 1.47 -0.81
C 0.3468 1.3318 1.5110 -0.25 -0.66 -0.25
C 0.0607 2.6099 2.2879 -0.08 -0.08 0.65
F -0.6522 3.4995 1.5928 0.35 0.09 -0.03
F 1.2312 3.1380 2.6834 -0.19 0.30 -0.33
F -0.6543 2.3934 3.4006 -0.01 -0.22 -0.25
C 0.4643 0.1097 2.1627 -0.34 -0.38 1.69
C 0.3704 -0.0534 3.6934 1.22 0.34 -0.02
O -0.9174 -0.4685 4.1098 0.32 -0.60 -0.54
C -0.9829 -1.8538 4.3241 -0.33 -1.05 0.39
C -1.9407 -2.5891 3.3789 0.21 1.07 0.88
O -0.3461 -2.4165 5.1719 -0.16 0.92 -0.80
C 0.6998 -1.0674 1.4664 -0.11 0.83 -0.12
C 0.8159 -1.0141 0.1109 0.14 -1.21 -0.86
C 1.0911 -2.3547 -0.5976 0.13 -0.16 0.27
N 2.5274 -2.5719 -0.7269 -0.06 -0.28 0.50
C 3.0328 -3.5810 0.2258 0.35 -0.20 -0.25
N 0.7276 0.1819 -0.5472 -0.81 -0.59 0.33
P 0.9006 0.0936 -2.3445 2.29 0.05 -1.92
S 2.7307 -0.1648 -2.8905 -0.43 0.05 0.28
H -1.6278 3.4272 -3.3076 0.13 0.10 0.14
H -0.8144 4.7278 -2.4009 0.05 -0.18 -0.21
H 0.1494 3.4470 -3.1556 -0.24 0.04 0.00
H -1.5975 3.3909 -0.6651 0.27 -0.32 0.21
H -1.3613 1.8819 -1.5352 0.01 0.10 0.13
H 0.7440 3.4737 -0.0510 0.06 -0.29 -0.10
H 1.2659 2.6050 -1.4517 -0.16 -0.27 0.16
H 0.6884 0.8721 4.1777 -0.42 -0.24 0.13
H 1.1409 -0.7927 3.9600 -0.34 0.03 0.09
H -2.1933 -3.5394 3.8480 0.06 0.03 -0.33
H -2.8285 -1.9622 3.2391 0.13 -0.26 -0.15
H -1.4153 -2.7006 2.4247 -0.27 -0.17 0.07
H 0.7865 -2.0221 1.9712 0.03 0.18 0.02
H 0.7103 -3.1307 0.0842 -0.32 0.31 -0.22
H 0.5222 -2.4749 -1.5246 0.24 0.13 0.04
H 2.7729 -2.8894 -1.6546 -0.09 0.41 -0.11
H 2.5333 -3.5299 1.1992 -0.02 0.09 -0.25
H 4.1005 -3.4266 0.4180 -0.22 0.03 -0.14
H 2.9062 -4.5903 -0.1961 -0.02 0.10 0.38
H 0.4594 1.2788 -2.9534 -0.74 -0.16 0.81
H 0.0563 -0.9205 -2.8401 -0.35 0.36 0.81
C -3.2109 0.1232 -4.8444 -0.10 0.02 -0.31
Br -1.7250 0.3184 -6.0544 -0.04 0.01 0.15
Br -2.6312 0.2628 -3.0017 -0.34 -0.12 -0.09
Br -4.6268 1.3621 -5.2305 0.17 -0.07 0.09
H -3.6075 -0.8743 -4.9776 0.04 0.02 0.07



2.
45
Properties=species:S:1:pos:R:3:forces:R:3 method="wB97M-V/def2-TZVPD" homo_lumo_gap_ha=0.1461 e_tot_ha=-3976.15950 charge=-1 e_homo_ev=-2.69
C 3.2125 -1.2720 1.2619 -0.04 -0.17 0.53
O 2.9402 -2.6253 0.9358 0.14 0.15 -0.01
C 2.0008 -2.7281 -0.1122 0.12 -0.39 0.06
C 0.5674 -2.6314 0.3855 0.26 -0.08 -0.64
C -0.4595 -2.7401 -0.7653 -0.11 -0.04 1.00
C -1.7185 -1.8734 -0.5103 0.20 -0.36 -0.77
C -1.9778 -0.7921 -1.5882 0.14 -0.62 0.16
C -1.0454 0.3712 -1.5129 0.34 -1.15 -0.32
C -1.3037 1.5333 -0.9537 -0.34 0.74 1.11
C -2.6609 1.8450 -0.3474 0.40 0.04 -0.96
C -2.9989 1.0495 0.9050 0.38 0.84 0.55
C -2.0355 1.2593 2.0602 -0.57 -0.68 -0.87
F -4.2656 1.5062 1.3126 -0.45 -0.18 -0.19
C -0.2087 2.5755 -0.9708 0.39 -2.12 0.38
O -0.4553 3.7239 -1.0513 -0.51 2.65 -0.03
C 1.2192 2.0722 -0.9732 0.41 0.66 1.58
P 2.6763 3.0474 -0.3108 -0.09 1.80 -0.47
O 3.9485 2.3213 -1.1102 -0.58 -0.41 0.27
Br 3.0780 2.5187 1.8141 -0.28 -0.57 -0.52
C 1.4460 0.9197 -1.5359 -0.59 -1.16 -0.59
C 0.2835 0.2024 -2.1514 0.44 0.95 1.30
O 0.4515 -0.4271 -3.1446 0.18 -1.55 -1.89
H 4.0782 -0.8825 0.7215 -0.10 0.03 -0.28
H 3.4381 -1.2147 2.3233 0.06 -0.06 0.12
H 2.3298 -0.6557 1.1122 0.00 0.29 -0.15
H 2.2225 -1.9887 -0.8869 -0.09 0.15 -0.13
H 2.1571 -3.7147 -0.5527 0.00 -0.03 -0.14
H 0.4387 -1.7186 0.9626 -0.08 0.14 0.04
H 0.4247 -3.4810 1.0464 -0.08 0.09 0.39
H -0.7806 -3.7790 -0.7599 -0.03 -0.16 -0.30
H 0.0001 -2.5690 -1.7367 -0.02 0.27 -0.08
H -2.5782 -2.5427 -0.5475 -0.17 0.08 0.12
H -1.6745 -1.4574 0.4907 -0.01 0.17 0.09
H -1.8260 -1.2941 -2.5435 -0.14 0.11 -0.20
H -3.0202 -0.5009 -1.5076 -0.06 0.29 -0.14
H -2.7309 2.9199 -0.2080 -0.08 0.07 0.39
H -3.3925 1.5659 -1.1070 -0.22 0.20 -0.07
H -3.1184 -0.0008 0.6630 -0.14 -0.12 -0.10
H -2.4213 2.0255 2.7127 0.19 0.31 0.18
H -1.9651 0.3289 2.6142 0.32 0.07 0.30
H -1.0607 1.5587 1.6993 0.31 0.02 0.41
H 3.6949 2.1708 -2.0323 0.14 0.04 0.09
H 2.4332 0.4967 -1.6126 0.16 -0.33 -0.16
O -0.0847 2.1993 3.7917 -0.07 -0.15 -0.15
H 0.7419 2.6779 3.7201 0.25 0.18 0.11



3.
44
Properties=species:S:1:pos:R:3:forces:R:3 method="wB97M-V/def2-TZVPD" s2=0.761 homo_lumo_gap_ha="0.2846 / 0.3164" e_tot_ha=-1853.85102 charge=0 spin_multiplicity=2 e_homo_ev="-8.42 / -9.01"
C -0.7230 1.2487 -2.6820 0.11 -0.79 0.29
C -1.5940 0.2648 -2.1107 0.57 0.64 -0.37
C -0.8073 -0.8472 -1.6714 1.10 0.52 -0.55
C -3.0746 0.3450 -2.1269 -0.65 0.16 0.24
C 0.5683 -0.5572 -1.9716 -0.70 0.62 -0.11
C 0.6191 0.7404 -2.6073 0.07 -0.04 0.65
C 1.8532 1.5097 -2.8582 0.22 0.07 -0.91
C -1.1379 2.5343 -3.3024 -0.05 0.35 -0.05
C -1.3177 -2.1350 -1.1510 -0.24 -0.22 0.54
C 1.7440 -1.4225 -1.6826 0.31 -0.19 0.14
Mo -0.0936 1.0538 -0.3971 -0.91 0.47 1.28
Cl -2.2235 0.2061 1.1131 1.14 0.47 -0.85
Cl -1.1176 3.2288 -0.0863 0.01 -0.65 -0.02
O 0.8732 0.0180 0.7888 -0.18 0.25 -0.07
H -3.4200 1.3351 -1.7969 0.11 -0.26 -0.07
H -3.5196 -0.3951 -1.4564 0.10 0.16 -0.10
H -3.4751 0.1757 -3.1403 0.28 0.03 0.22
H -2.1532 -1.9645 -0.4663 0.11 -0.08 -0.11
H -0.5431 -2.6651 -0.5950 -0.06 0.01 -0.01
H -1.6547 -2.7824 -1.9691 0.08 0.17 0.00
H 1.5703 -2.0111 -0.7727 0.14 0.16 -0.22
H 2.6459 -0.8098 -1.5347 -0.32 -0.27 0.02
H 1.9340 -2.1197 -2.5127 -0.09 0.19 0.16
H 2.7231 0.8762 -3.0108 -0.04 -0.05 -0.37
H 2.0373 2.0795 -1.9036 0.28 -0.31 -1.00
H 1.7238 2.2464 -3.6539 0.14 -0.28 -0.16
H -1.9528 2.9973 -2.7425 0.11 -0.04 -0.06
H -1.4770 2.3890 -4.3330 0.06 -0.12 0.05
H -0.2995 3.2350 -3.3199 -0.16 -0.03 0.02
H 0.5416 -0.8308 1.2448 0.01 0.08 -0.21
O 1.5305 2.2857 -0.5051 -1.37 -0.59 1.42
H 1.2847 3.2236 -0.4442 -0.20 -0.34 0.10
O 0.3677 -2.1369 2.0477 0.01 0.26 0.72
N 0.5391 -1.6494 3.2658 0.03 -0.28 0.16
C -0.4674 -0.9615 3.8816 0.33 -0.15 -0.35
C -0.2684 -0.4034 5.1286 0.44 -0.08 0.15
C 0.9711 -0.5409 5.7616 -0.19 0.00 -0.07
C 1.9722 -1.2801 5.1306 -0.23 0.02 0.02
C 1.7333 -1.8514 3.8962 -0.47 0.33 -0.21
H -1.3892 -0.8328 3.3121 0.44 -0.19 -0.03
H -1.0936 0.1482 5.5769 0.30 -0.12 -0.08
H 1.1494 -0.0780 6.7316 -0.04 -0.15 -0.26
H 2.9524 -1.4256 5.5746 -0.21 0.06 0.02
H 2.4688 -2.4410 3.3509 -0.39 0.22 0.03



no.,M (g/mol)
1,622.10
2,412.21
3,431.19